[1]
168
Properties=species:S:1:pos:R:3 method="wB97M-V/def2-TZVPD" total_charge=0 energy_ha=-5241.342011 e_above_lowest_kj_mol=278.3
C 5.54 2.87 -1.64
C 4.14 2.98 -1.52
C 3.58 3.91 -0.64
C 4.42 4.68 0.10
C 5.79 4.66 -0.07
C 6.39 3.68 -0.90
N 3.85 5.59 1.08
O 4.47 6.59 1.43
O 2.77 5.22 1.57
H 5.92 2.10 -2.32
H 3.55 2.25 -2.07
H 2.50 3.96 -0.53
H 6.47 5.23 0.61
H 7.45 3.52 -0.82
C -1.74 5.58 0.77
C -0.51 5.22 1.26
C -0.14 5.56 2.58
C -0.89 6.37 3.34
C -2.10 6.79 2.84
C -2.58 6.37 1.59
N -0.39 6.67 4.70
O 0.77 6.29 4.96
O -1.05 7.40 5.46
H -2.01 5.31 -0.22
H 0.13 4.66 0.62
H 0.82 5.23 2.87
H -2.78 7.39 3.45
H -3.49 6.72 1.11
C -2.15 1.88 3.36
C -2.32 3.07 4.08
C -2.41 3.03 5.47
C -2.49 1.85 6.13
C -2.30 0.68 5.45
C -2.14 0.68 4.08
N -2.78 1.80 7.56
O -3.07 2.82 8.13
O -2.67 0.73 8.11
H -2.06 1.91 2.30
H -2.30 4.03 3.63
H -2.56 4.00 5.98
H -2.33 -0.20 6.05
H -2.02 -0.28 3.56
C -0.86 4.14 -2.66
C -0.55 3.20 -3.60
C 0.76 2.95 -4.04
C 1.71 3.88 -3.69
C 1.43 4.94 -2.85
C 0.14 5.00 -2.20
N 3.14 3.72 -4.26
O 3.92 4.61 -4.32
O 3.36 2.62 -4.69
H -1.86 4.16 -2.23
H -1.36 2.54 -3.86
H 1.12 2.09 -4.60
H 2.24 5.68 -2.61
H -0.02 5.81 -1.47
C 3.85 -5.22 -0.90
C 2.79 -4.39 -0.51
C 1.48 -4.78 -0.46
C 1.19 -6.00 -1.05
C 2.13 -6.90 -1.47
C 3.46 -6.49 -1.36
N -0.25 -6.41 -1.19
O -1.11 -5.65 -0.73
O -0.59 -7.45 -1.68
H 4.88 -4.90 -0.80
H 3.07 -3.48 0.05
H 0.62 -4.16 -0.17
H 1.95 -7.84 -1.90
H 4.17 -7.18 -1.77
C 3.71 1.76 2.05
C 2.44 1.97 2.54
C 1.54 0.92 2.52
C 1.96 -0.32 1.94
C 3.23 -0.47 1.39
C 4.13 0.62 1.40
N 1.05 -1.47 1.82
O 1.41 -2.62 1.73
O -0.11 -1.17 1.80
H 4.40 2.55 2.19
H 2.10 2.94 2.90
H 0.55 1.04 2.93
H 3.45 -1.38 0.92
H 5.08 0.54 0.93
C -4.66 -6.23 1.28
C -5.43 -5.55 2.27
C -6.35 -4.59 1.93
C -6.40 -4.19 0.62
C -5.64 -4.81 -0.37
C -4.75 -5.79 0.00
N -7.36 -3.18 0.30
O -8.38 -3.05 1.02
O -7.23 -2.60 -0.79
H -3.96 -7.07 1.58
H -5.29 -5.78 3.32
H -6.96 -4.15 2.73
H -5.68 -4.46 -1.35
H -4.16 -6.21 -0.83
C 1.88 -0.93 -5.11
C 0.56 -0.94 -5.37
C -0.26 -2.07 -5.21
C 0.31 -3.16 -4.65
C 1.71 -3.20 -4.29
C 2.46 -2.11 -4.61
N -0.51 -4.31 -4.35
O 0.03 -5.20 -3.74
O -1.69 -4.27 -4.67
H 2.44 -0.03 -5.37
H 0.12 -0.06 -5.76
H -1.22 -2.20 -5.70
H 2.14 -4.15 -4.02
H 3.55 -2.31 -4.41
C -5.58 -0.07 0.43
C -5.67 0.20 -0.95
C -5.25 1.44 -1.49
C -4.82 2.42 -0.62
C -4.87 2.23 0.78
C -5.27 1.01 1.26
N -4.45 3.75 -1.11
O -4.09 3.79 -2.28
O -4.67 4.71 -0.43
H -5.99 -1.00 0.71
H -5.91 -0.62 -1.62
H -5.19 1.72 -2.56
H -4.58 2.98 1.51
H -5.35 0.90 2.34
C -0.73 -5.58 4.05
C -1.86 -5.19 4.83
C -2.73 -4.25 4.35
C -2.58 -3.73 3.02
C -1.48 -4.07 2.27
C -0.60 -5.00 2.80
N -3.67 -2.83 2.49
O -3.63 -2.53 1.34
O -4.47 -2.41 3.30
H -0.13 -6.37 4.51
H -1.98 -5.52 5.85
H -3.63 -3.93 4.89
H -1.19 -3.65 1.32
H 0.18 -5.28 2.20
C -1.41 -2.05 -1.35
C -0.03 -1.81 -1.43
C 0.54 -0.59 -1.18
C -0.38 0.38 -0.78
C -1.74 0.22 -0.69
C -2.26 -0.98 -1.03
N 0.08 1.74 -0.44
O 1.21 2.06 -0.72
O -0.75 2.50 0.04
H -1.83 -2.97 -1.62
H 0.68 -2.59 -1.73
H 1.65 -0.47 -1.17
H -2.32 1.04 -0.39
H -3.27 -1.29 -1.08
C 7.43 0.59 -4.36
C 6.05 0.79 -4.47
C 5.23 0.12 -3.58
C 5.74 -0.63 -2.57
C 7.11 -0.94 -2.50
C 7.92 -0.29 -3.40
N 4.84 -1.32 -1.60
O 3.61 -1.19 -1.73
O 5.37 -1.95 -0.71
H 8.11 1.17 -5.00
H 5.72 1.51 -5.17
H 4.14 0.27 -3.51
H 7.49 -1.52 -1.67
H 8.96 -0.55 -3.33

---

[2]
62
Properties=species:S:1:pos:R:3 method="wB97M-V/def2-TZVPD" total_charge=0 energy_ha=-2400.099658
C 1.43 -2.17 -3.00
C 1.85 -2.59 -1.56
S 2.29 -4.35 -1.52
C 3.92 -4.39 -0.65
C 3.86 -3.53 0.58
C 3.09 -4.04 1.67
C 2.93 -3.32 2.82
C 3.55 -2.05 2.91
N 3.49 -1.18 3.94
S 4.34 0.09 3.52
N 4.84 -0.33 2.04
C 4.32 -1.55 1.84
C 4.48 -2.32 0.66
H 0.38 -1.93 -3.03
H 2.00 -1.29 -3.28
H 1.70 -2.97 -3.68
H 1.05 -2.39 -0.85
H 2.68 -1.97 -1.26
H 4.65 -4.00 -1.35
H 4.12 -5.42 -0.39
H 2.61 -5.00 1.60
H 2.34 -3.68 3.64
H 5.06 -1.97 -0.19
C -2.06 -5.85 -6.33
C -1.64 -4.85 -5.28
C -2.78 -4.19 -4.53
O -2.20 -2.94 -4.16
C -1.24 -2.64 -5.07
O -0.69 -1.59 -5.15
O -1.00 -3.71 -5.86
H -1.19 -6.16 -6.92
H -2.51 -6.73 -5.87
H -2.77 -5.40 -7.02
H -0.93 -5.31 -4.58
H -3.09 -4.75 -3.65
H -3.64 -4.00 -5.17
C 1.07 0.55 1.83
C 0.24 1.77 1.54
C 0.47 2.94 2.48
O -0.80 3.61 2.45
C -1.74 2.68 2.16
O -2.92 2.85 2.24
O -1.16 1.52 1.77
H 0.73 -0.29 1.21
H 2.12 0.74 1.61
H 0.97 0.24 2.87
H 0.35 2.08 0.50
H 1.26 3.60 2.14
H 0.67 2.62 3.50
C -2.80 5.91 2.58
C -3.54 6.97 3.34
C -4.62 7.69 2.56
O -4.66 8.97 3.20
C -3.43 9.20 3.73
O -3.08 10.24 4.17
O -2.68 8.08 3.68
H -1.95 5.56 3.15
H -3.44 5.06 2.36
H -2.41 6.31 1.64
H -3.94 6.57 4.27
H -5.59 7.20 2.62
H -4.36 7.83 1.51

---

[3]
9
Properties=species:S:1:pos:R:3 method="wB97M-V/def2-TZVPD" total_charge=+1 energy_ha=-791.957276 e_above_lowest_kj_mol=235.0
C -1.01 0.07 0.00
N 0.25 -0.72 -0.06
F 1.33 0.94 -1.28
F 1.82 1.28 1.09
F -0.05 -2.19 0.18
S 1.76 0.03 -0.02
H -1.69 -0.25 0.87
H -1.59 -0.30 -0.81
H -0.82 1.14 0.03

---

[4]
74
Properties=species:S:1:pos:R:3 method="wB97M-V/def2-TZVPD" total_charge=0 energy_ha=-1649.050910
O -7.97 1.50 1.64
C -7.40 2.09 0.80
C -5.92 1.88 0.52
C -5.01 2.16 1.69
C -5.37 2.35 2.92
C -4.27 2.62 3.91
O -4.28 2.22 5.00
C -3.15 3.45 3.35
C -2.79 3.28 2.11
C -1.73 4.04 1.36
C -1.52 5.48 1.84
O -2.37 6.39 1.17
C -3.55 6.68 1.87
C -4.70 6.86 0.88
F -4.79 8.08 0.45
F -5.84 6.51 1.45
F -4.55 6.04 -0.14
C -3.54 2.21 1.37
O -3.03 1.45 0.63
H -7.92 2.81 0.14
H -5.79 0.83 0.25
H -5.63 2.48 -0.35
H -6.41 2.35 3.22
H -2.67 4.20 3.97
H -2.09 4.14 0.34
H -0.79 3.49 1.29
H -0.50 5.75 1.56
H -1.57 5.58 2.93
H -3.42 7.60 2.46
H -3.87 5.90 2.56
C -1.72 -2.12 -2.39
C -0.67 -2.79 -1.52
N 0.13 -1.85 -0.75
C 1.29 -2.46 -0.12
C 1.04 -3.52 0.96
C -0.62 -0.92 0.08
C -1.55 -1.50 1.15
H -1.26 -1.40 -3.07
H -2.22 -2.88 -3.00
H -2.48 -1.61 -1.80
H 0.01 -3.35 -2.18
H -1.16 -3.53 -0.88
H 1.92 -1.68 0.30
H 1.89 -2.92 -0.91
H 0.73 -3.08 1.90
H 1.97 -4.06 1.16
H 0.30 -4.26 0.66
H -1.21 -0.28 -0.57
H 0.08 -0.23 0.56
H -2.14 -2.35 0.78
H -2.26 -0.73 1.47
H -1.01 -1.82 2.04
C 5.79 -1.87 0.03
C 6.02 -1.98 -1.47
N 6.76 -3.17 -1.86
C 7.20 -3.14 -3.24
C 6.13 -3.16 -4.34
C 6.22 -4.43 -1.39
C 4.79 -4.79 -1.81
H 6.73 -1.89 0.57
H 5.29 -0.92 0.25
H 5.14 -2.66 0.41
H 6.59 -1.10 -1.78
H 5.05 -1.92 -1.98
H 7.88 -3.98 -3.41
H 7.81 -2.24 -3.38
H 5.69 -4.14 -4.47
H 6.58 -2.89 -5.30
H 5.33 -2.44 -4.15
H 6.26 -4.44 -0.30
H 6.89 -5.24 -1.70
H 4.10 -3.94 -1.73
H 4.40 -5.58 -1.16
H 4.74 -5.18 -2.83

---

| no. | HOMO energy (eV) |
| --- | --- |
| 1 | -9.7 |
| 2 | -8.8 |
| 3 | -17.0 |
| 4 | -8.0 |